(1)
A structure of composition C14H22F6O10Pb, computed with ωB97M-V/def2-TZVPD.

Geometry as XYZ:
```
53
Properties=species:S:1:pos:R:3
Pb -1.3782 0.5711 0.5984
O -0.0150 5.1258 3.0201
C 1.1006 4.2466 3.1760
C 1.0219 2.7077 2.7575
O 0.2796 2.3422 1.5994
H 1.2126 4.2255 4.2600
H 1.9252 4.7245 2.6471
H 0.6888 2.0553 3.5647
H 2.0071 2.2847 2.5614
O -1.8739 2.8284 -1.0646
C -2.7563 2.1446 -2.0025
C -2.6874 0.6010 -2.4804
O -2.2322 -0.4595 -1.6161
H -2.9364 2.7731 -2.8747
H -3.6972 2.1676 -1.4527
H -2.0219 0.6336 -3.3431
H -3.6676 0.3393 -2.8789
O -3.0742 2.1489 1.7949
C -3.8355 1.2481 2.6044
C -3.5036 -0.3147 2.8663
O -2.8584 -1.0620 1.8040
H -4.8975 1.1906 2.3659
H -3.9076 1.7168 3.5859
H -4.3994 -0.8568 3.1690
H -2.7862 -0.3344 3.6867
C -1.0281 -5.4486 0.6811
C -0.6444 -3.9541 0.5238
O 0.6315 -3.6947 1.0142
C 1.0346 -2.4673 1.2703
O 0.2668 -1.4941 1.0734
C 2.4505 -2.3311 1.8487
F 2.3383 -1.7735 3.0101
F 2.9521 -3.5057 2.0607
F 3.3216 -1.6347 1.0365
H -0.3086 -6.0228 0.0976
H -2.0425 -5.7588 0.4303
H -0.8667 -5.7739 1.7088
H -1.4162 -3.2590 0.8545
H -0.5201 -3.6814 -0.5242
C 1.4869 -0.2844 -1.4066
C 1.4353 0.4153 -2.6404
O 2.8336 0.4058 -3.1071
C 3.1932 1.2091 -4.1333
O 2.4526 1.9965 -4.7553
C 4.7576 1.0526 -4.4809
F 4.8534 0.4709 -5.6751
F 5.3448 2.3354 -4.3868
F 5.4588 0.3037 -3.5698
H 1.9744 -1.2531 -1.5164
H 0.4814 -0.5092 -1.0509
H 1.9228 0.3256 -0.6154
H 1.0171 1.4212 -2.6765
H 0.9119 -0.1379 -3.4203
```

As for the total charge: -3. Its multiplicity is 2. The orbital gap (alpha / beta) comes out at 2.903 / 2.785 eV. Its expectation value of S² is 0.77. The calculation puts the LUMO energy (alpha / beta) at 5.7 / 5.7 eV.



(2)
A cluster of 2 separate species, C14H22FN6S2 in total, computed with ωB97M-V/def2-TZVPD.

Geometry as XYZ:
```
45
Properties=species:S:1:pos:R:3
F -0.4265 2.9031 3.1419
N -1.3962 2.5775 2.2525
C -1.0439 2.7376 0.8296
C -1.7913 1.7584 -0.1368
C -1.0775 0.3558 -0.0465
S -2.2366 -1.0641 0.0595
C -1.1929 -2.4313 0.6495
S -1.7448 -3.9245 0.9725
N 0.1978 -2.1053 0.8447
C 1.0579 -1.9427 -0.2267
C 2.2983 -1.5841 0.4119
N 2.0943 -1.5879 1.7720
C 0.8250 -1.9167 2.0614
C -2.5170 2.1552 2.7670
N -3.8349 2.2814 2.3515
C -4.4444 0.9652 2.6973
C -3.4036 0.2826 3.6764
N -2.5225 1.4584 4.0329
H -1.2474 3.7870 0.4984
H 0.0640 2.5988 0.7566
H -1.6597 2.1820 -1.1609
H -2.8703 1.6281 0.0910
H -0.4123 0.2353 -0.9373
H -0.3870 0.3501 0.8364
H 0.7707 -2.0394 -1.2837
H 3.2005 -1.3582 -0.1957
H 0.3762 -2.0089 3.0657
H -4.0200 2.6612 1.4248
H -5.4098 1.0699 3.2459
H -4.5986 0.3763 1.7671
H -3.8043 -0.2924 4.5356
H -2.6585 -0.3919 3.1771
H -3.1740 2.0576 4.5646
C 4.8836 -0.5251 -4.9748
C 4.1190 -1.7046 -4.3838
C 2.8927 -1.2736 -3.5731
C 3.3075 -0.4161 -2.4357
N 3.6352 0.2426 -1.5552
H 5.2835 0.1262 -4.1950
H 5.7288 -0.8792 -5.5660
H 4.2407 0.0726 -5.6258
H 4.7945 -2.2849 -3.7504
H 3.7953 -2.3616 -5.1939
H 2.3725 -2.1511 -3.1831
H 2.1941 -0.7166 -4.2012
```

As for the total charge: +1. Its multiplicity is 1. The orbital gap comes out at 7.008 eV. The calculation puts the LUMO energy at -4.3 eV.



(3)
A structure of composition C14H22FNO2, computed with ωB97M-V/def2-TZVPD.

Geometry as XYZ:
```
40
Properties=species:S:1:pos:R:3
C -4.6225 -0.2546 -0.2730
C -3.9562 1.1195 -0.0624
C -2.4418 1.2732 -0.3095
C -1.9781 2.5468 -0.0522
N -0.6198 2.4846 -0.6049
H -0.4537 3.5411 -0.5905
C 0.2165 1.9795 0.6569
C 1.6522 2.0215 -0.2996
O 2.5429 1.4667 0.6439
C 3.8330 0.9405 0.1437
C 3.7493 -0.3338 -0.0863
O 2.6679 -0.8689 -1.0614
C 1.5819 -1.5006 -0.5585
C 1.2271 -1.2014 0.9366
C -0.0611 -1.7309 1.1679
C -1.0208 -2.1870 0.4720
C -0.5948 -2.3329 -0.9475
C 0.5878 -1.8083 -1.3074
H 1.0151 -1.6525 -2.4921
H -1.3869 -2.4596 -1.6042
F -2.2220 -2.5776 0.6513
H -0.4511 -1.6035 2.4926
H 1.8762 -0.7967 1.7047
H 3.7218 -1.0263 1.0181
H 4.7349 -0.6116 -0.8695
H 4.0673 1.5382 -0.7980
H 4.6143 1.0303 0.8527
H 2.0588 3.1614 -0.5180
H 1.4967 1.3446 -0.9636
H 0.0136 1.0639 0.8363
H 0.4105 2.8094 1.3666
H -2.1911 2.8165 0.9124
H -2.5730 3.3398 -0.5972
H -2.1385 0.3301 0.3505
H -2.4008 0.8392 -1.3080
H -4.2888 1.5988 1.0147
H -4.5702 1.8731 -0.8732
H -4.2077 -0.9839 0.5423
H -4.5069 -0.4783 -1.3793
H -5.8622 -0.1491 -0.0877
```

Its multiplicity is 1. The orbital gap comes out at 8.914 eV. As for the energy above the lowest of the compared OMol25 structures with the same formula, charge and spin: 11.814 eV. The calculation puts the LUMO energy at 0.7 eV.



(4)
The molecule C14H22N2O4S, computed with ωB97M-V/def2-TZVPD.

Geometry as XYZ:
```
43
Properties=species:S:1:pos:R:3
C 2.7752 1.4961 0.6207
C 2.5938 0.1894 0.6404
C 1.3391 -0.5284 1.0412
N 0.2180 0.3399 1.3021
S -0.5773 0.2452 2.7387
O -1.9940 0.2258 2.5320
O 0.0136 -0.7940 3.5312
N -0.2085 1.7576 3.3906
C 1.1454 1.7926 3.8946
H 1.4165 2.8249 4.1149
H 1.2560 1.1839 4.7992
H 1.8032 1.3992 3.1249
C -1.1907 2.2382 4.3387
H -1.0516 3.3104 4.4798
H -1.1101 1.7315 5.3075
H -2.1737 2.0471 3.9180
C -0.5112 0.8766 0.1678
C -1.0314 -0.1988 -0.7548
C -2.1596 -0.9246 -0.3991
C -2.6321 -1.9193 -1.2289
C -1.9711 -2.2083 -2.4108
C -0.8271 -1.5135 -2.7791
C -0.3515 -0.4818 -1.9457
O 0.7716 0.2655 -2.1780
C 1.2154 0.5049 -3.4952
H 0.3900 0.7866 -4.1530
H 1.9136 1.3384 -3.4124
H 1.7311 -0.3606 -3.9153
O -0.1117 -1.7958 -3.9177
C -0.5912 -2.7909 -4.7867
H -0.6124 -3.7735 -4.3046
H 0.1141 -2.8146 -5.6165
H -1.5885 -2.5493 -5.1682
H -2.3494 -2.9970 -3.0409
H -3.5136 -2.4815 -0.9629
H -2.6480 -0.6956 0.5346
H -1.3423 1.4392 0.5924
H 0.1498 1.5446 -0.3889
H 1.0833 -1.2534 0.2561
H 1.5150 -1.0907 1.9633
H 3.3935 -0.4787 0.3478
H 3.7122 1.9306 0.3161
H 1.9964 2.1823 0.9060
```

Its multiplicity is 1. The orbital gap comes out at 9.006 eV. As for the energy above the lowest of the compared OMol25 structures with the same formula, charge and spin: 3.841 eV. The calculation puts the LUMO energy at 0.8 eV. The structure (SMILES) is C=CCN(Cc1cccc(OC)c1OC)S(=O)(=O)N(C)C.



(5)
A cluster of 2 separate species, C14H22N4O5 in total, computed with ωB97M-V/def2-TZVPD.

Geometry as XYZ:
```
45
Properties=species:S:1:pos:R:3
O 3.7448 1.6444 -5.9690
O 1.5912 4.6283 -4.3416
O 2.9264 3.6847 -0.2256
O -3.6686 -1.5434 2.0920
O -0.0331 -4.0820 1.1659
C 2.9996 2.5095 -5.5224
C 2.2149 3.8922 -3.6019
C 2.9058 3.4027 -1.4040
C -3.4187 -1.2305 0.9363
C -1.0041 -3.3712 1.4105
C 2.9732 2.7650 -4.0936
C 3.6585 1.9739 -3.1961
N 2.1735 4.1536 -2.2671
N 3.5921 2.3004 -1.8408
N -2.0880 -3.8453 2.0333
N -2.2155 -1.3507 0.3685
C -4.5124 -0.6683 0.0590
C -2.2485 -5.2205 2.5018
C 0.1669 1.3862 2.7473
C 1.3584 0.3532 0.8420
C 0.0132 0.4233 1.5709
C -0.4373 -0.9663 2.0632
C -0.9705 -1.8967 0.9516
H 2.4030 3.1041 -6.2084
H 4.2438 1.1222 -3.5499
H 1.7608 5.0164 -1.9451
H 4.1571 1.8176 -1.1489
H -2.8297 -3.1810 2.2293
H -2.1562 -1.0514 -0.5907
H -4.2581 0.3491 -0.2323
H -5.4469 -0.6614 0.6192
H -4.6237 -1.2930 -0.8252
H -3.2926 -5.4099 2.7538
H -1.9345 -5.9190 1.7236
H -1.6298 -5.3804 3.3861
H 0.4591 2.3716 2.3823
H 0.9278 1.0189 3.4361
H -0.7829 1.4770 3.2747
H 1.6678 1.3584 0.5578
H 1.2683 -0.2524 -0.0578
H 2.1152 -0.0796 1.4966
H -0.7353 0.8380 0.8954
H -1.2156 -0.8457 2.8175
H 0.4093 -1.4508 2.5522
H -0.2290 -1.8913 0.1537
```

Its multiplicity is 1. The orbital gap comes out at 8.698 eV. As for the energy above the lowest of the compared OMol25 structures with the same formula, charge and spin: 0.000 eV. The calculation puts the LUMO energy at -0.7 eV. The structure (SMILES) is CNC(=O)[C@H](CC(C)C)NC(C)=O.O=Cc1c[nH]c(=O)[nH]c1=O.